{
  "formula": "C65H166N10O21",
  "method": "ωB97M-V with the def2-TZVPD basis set",
  "elements": ["C", "C", "C", "O", "H", "H", "H", "H", "H", "H", "H", "H", "C", "C", "C", "O", "H", "H", "H", "H", "H", "H", "H", "H", "C", "C", "C", "O", "H", "H", "H", "H", "H", "H", "H", "H", "C", "O", "C", "C", "N", "C", "C", "O", "C", "H", "H", "H", "H", "H", "H", "H", "H", "H", "H", "H", "H", "H", "H", "H", "C", "O", "C", "C", "N", "C", "C", "O", "C", "H", "H", "H", "H", "H", "H", "H", "H", "H", "H", "H", "H", "H", "H", "H", "C", "O", "C", "C", "N", "C", "C", "O", "C", "H", "H", "H", "H", "H", "H", "H", "H", "H", "H", "H", "H", "H", "H", "H", "C", "O", "C", "C", "N", "C", "C", "O", "C", "H", "H", "H", "H", "H", "H", "H", "H", "H", "H", "H", "H", "H", "H", "H", "C", "O", "C", "C", "N", "C", "C", "O", "C", "H", "H", "H", "H", "H", "H", "H", "H", "H", "H", "H", "H", "H", "H", "H", "C", "O", "C", "C", "N", "C", "C", "O", "C", "H", "H", "H", "H", "H", "H", "H", "H", "H", "H", "H", "H", "H", "H", "H", "C", "O", "C", "C", "N", "C", "C", "O", "C", "H", "H", "H", "H", "H", "H", "H", "H", "H", "H", "H", "H", "H", "H", "H", "C", "O", "C", "C", "N", "C", "C", "O", "C", "H", "H", "H", "H", "H", "H", "H", "H", "H", "H", "H", "H", "H", "H", "H", "C", "C", "C", "O", "C", "N", "H", "H", "H", "H", "H", "H", "H", "H", "H", "H", "H", "C", "C", "C", "O", "C", "N", "H", "H", "H", "H", "H", "H", "H", "H", "H", "H", "H"],
  "positions_angstrom": [[-6.108, 7.152, -1.877], [-6.209, 8.374, -2.815], [-6.451, 9.721, -2.107], [-5.028, 8.286, -3.517], [-5.222, 7.133, -1.242], [-6.222, 6.238, -2.459], [-6.947, 7.249, -1.188], [-6.965, 8.266, -3.593], [-7.470, 9.739, -1.720], [-6.411, 10.573, -2.785], [-5.790, 9.859, -1.252], [-4.919, 9.108, -4.000], [1.249, 8.167, -3.854], [1.309, 6.658, -3.721], [2.550, 6.167, -2.958], [0.182, 6.288, -2.974], [2.030, 8.511, -4.532], [1.286, 8.597, -2.853], [0.285, 8.521, -4.218], [1.297, 6.199, -4.709], [2.555, 6.428, -1.900], [3.493, 6.463, -3.418], [2.637, 5.082, -3.015], [-0.581, 6.696, -3.389], [-0.064, -9.263, -0.129], [0.078, -9.485, -1.614], [1.568, -9.713, -1.954], [-0.611, -10.623, -1.940], [0.458, -8.326, 0.062], [0.427, -9.936, 0.575], [-1.110, -9.125, 0.145], [-0.323, -8.612, -2.129], [1.822, -9.587, -3.006], [2.021, -10.572, -1.459], [2.158, -8.904, -1.522], [-0.659, -10.609, -2.899], [0.755, 9.523, -9.327], [-0.407, 8.725, -9.006], [-0.475, 7.597, -9.824], [-1.845, 6.892, -9.662], [-2.001, 5.993, -8.509], [-3.239, 5.223, -8.501], [-3.433, 4.288, -7.308], [-2.779, 3.038, -7.436], [-1.315, 3.051, -7.446], [1.639, 8.888, -9.273], [0.944, 10.306, -8.592], [0.665, 10.091, -10.253], [0.230, 6.816, -9.535], [-0.334, 7.855, -10.873], [-2.044, 6.396, -10.612], [-2.603, 7.667, -9.555], [-1.838, 6.529, -7.669], [-3.372, 4.580, -9.371], [-4.076, 5.921, -8.516], [-4.502, 4.158, -7.140], [-2.992, 4.823, -6.466], [-0.912, 3.402, -6.497], [-0.894, 3.613, -8.280], [-1.053, 2.014, -7.657], [6.756, 8.416, 1.488], [6.411, 9.828, 1.666], [6.573, 10.639, 0.467], [5.982, 11.939, 0.810], [6.098, 12.964, -0.213], [5.353, 14.184, 0.227], [5.610, 15.313, -0.822], [4.620, 15.270, -1.864], [4.769, 16.255, -2.853], [6.613, 7.800, 2.376], [7.767, 8.129, 1.198], [6.075, 8.006, 0.743], [6.132, 10.259, -0.454], [7.633, 10.754, 0.238], [6.510, 12.236, 1.716], [4.939, 11.779, 1.082], [5.754, 12.576, -1.080], [5.724, 14.544, 1.187], [4.270, 14.105, 0.317], [6.621, 15.249, -1.224], [5.584, 16.282, -0.324], [4.784, 17.261, -2.436], [3.961, 16.231, -3.584], [5.666, 16.134, -3.462], [4.646, -7.769, 10.197], [4.290, -7.186, 11.402], [4.063, -5.781, 11.273], [5.370, -5.003, 11.183], [5.368, -3.992, 10.141], [6.738, -3.467, 9.847], [6.651, -2.143, 8.975], [6.464, -2.489, 7.594], [6.277, -1.304, 6.752], [4.731, -8.843, 10.358], [5.611, -7.408, 9.842], [3.896, -7.616, 9.421], [3.595, -5.348, 12.157], [3.408, -5.519, 10.443], [6.155, -5.724, 10.955], [5.707, -4.549, 12.115], [4.959, -4.259, 9.257], [7.290, -4.243, 9.316], [7.249, -3.269, 10.789], [7.655, -1.721, 8.997], [5.946, -1.428, 9.400], [6.872, -0.495, 7.178], [5.242, -0.965, 6.787], [6.537, -1.513, 5.715], [7.766, -1.413, -2.070], [7.604, -2.822, -2.116], [7.301, -3.371, -0.837], [7.407, -4.911, -1.018], [8.755, -5.402, -1.086], [9.394, -5.337, -2.453], [10.860, -5.875, -2.469], [11.675, -4.929, -1.839], [13.042, -5.381, -1.717], [8.589, -1.082, -1.436], [6.854, -0.929, -1.721], [7.940, -1.023, -3.073], [6.320, -3.043, -0.494], [8.032, -3.091, -0.078], [6.780, -5.210, -1.857], [7.009, -5.436, -0.149], [9.370, -5.022, -0.381], [9.401, -4.312, -2.823], [8.837, -5.955, -3.157], [11.165, -6.061, -3.498], [10.846, -6.760, -1.833], [13.490, -5.612, -2.683], [13.251, -6.373, -1.317], [13.611, -4.521, -1.363], [-2.565, -4.108, 7.636], [-1.530, -4.187, 6.713], [-0.379, -3.477, 7.138], [0.825, -3.737, 6.265], [1.346, -5.111, 6.394], [2.348, -5.460, 5.401], [2.970, -6.821, 5.603], [1.950, -7.828, 5.589], [2.529, -9.146, 5.541], [-3.342, -4.815, 7.345], [-2.859, -3.059, 7.680], [-2.239, -4.152, 8.675], [-0.109, -3.879, 8.115], [-0.684, -2.441, 7.289], [1.559, -3.057, 6.697], [0.681, -3.540, 5.203], [0.634, -5.827, 6.420], [3.085, -4.657, 5.414], [1.871, -5.520, 4.422], [3.434, -6.763, 6.588], [3.784, -6.957, 4.890], [3.403, -9.050, 6.185], [2.917, -9.447, 4.567], [1.774, -9.806, 5.968], [-7.603, -0.301, 2.274], [-8.200, -1.558, 2.648], [-7.301, -2.666, 2.778], [-7.943, -3.846, 3.517], [-9.105, -4.294, 2.714], [-9.903, -5.349, 3.385], [-10.912, -4.788, 4.403], [-11.618, -3.667, 3.815], [-12.601, -3.043, 4.598], [-6.867, 0.077, 2.984], [-8.411, 0.427, 2.331], [-7.358, -0.306, 1.212], [-6.399, -2.370, 3.315], [-6.968, -2.952, 1.780], [-8.210, -3.519, 4.522], [-7.088, -4.517, 3.587], [-9.681, -3.468, 2.791], [-9.323, -6.178, 3.791], [-10.522, -5.855, 2.644], [-10.317, -4.463, 5.256], [-11.514, -5.657, 4.670], [-12.169, -2.744, 5.553], [-13.409, -3.670, 4.974], [-13.087, -2.210, 4.089], [-4.919, -9.320, -11.824], [-5.985, -8.690, -11.070], [-5.479, -7.591, -10.327], [-6.371, -7.574, -9.077], [-6.066, -6.422, -8.243], [-4.960, -6.597, -7.314], [-4.734, -5.256, -6.655], [-5.785, -4.916, -5.741], [-5.659, -3.590, -5.233], [-4.378, -8.749, -12.578], [-5.405, -10.039, -12.484], [-4.165, -9.749, -11.164], [-5.451, -6.702, -10.958], [-4.441, -7.776, -10.052], [-6.256, -8.497, -8.508], [-7.396, -7.454, -9.427], [-6.872, -5.948, -7.862], [-4.043, -6.919, -7.807], [-5.214, -7.443, -6.676], [-4.729, -4.481, -7.422], [-3.753, -5.185, -6.184], [-4.694, -3.319, -4.807], [-6.457, -3.412, -4.513], [-5.920, -2.915, -6.049], [-11.246, 3.262, 7.659], [-10.411, 2.155, 8.072], [-9.111, 2.046, 7.496], [-8.132, 3.034, 8.025], [-7.989, 2.638, 9.431], [-7.005, 3.465, 10.211], [-5.530, 3.067, 10.076], [-5.003, 3.796, 8.996], [-3.587, 3.776, 9.027], [-12.238, 3.179, 8.103], [-11.570, 3.258, 6.619], [-10.876, 4.226, 8.007], [-9.161, 2.099, 6.409], [-8.760, 1.025, 7.646], [-8.571, 4.009, 7.811], [-7.173, 2.905, 7.524], [-8.855, 2.595, 9.949], [-7.310, 3.360, 11.252], [-7.155, 4.528, 10.027], [-5.374, 2.008, 9.871], [-5.013, 3.281, 11.011], [-3.249, 4.034, 8.023], [-3.175, 2.769, 9.091], [-3.193, 4.429, 9.806], [6.982, -3.210, -10.663], [6.532, -2.014, -9.815], [5.991, -2.400, -8.428], [4.600, -2.822, -8.474], [4.034, -3.187, -7.259], [7.578, -0.980, -9.837], [7.821, -3.671, -10.140], [7.283, -2.910, -11.666], [6.157, -3.905, -10.818], [5.733, -1.555, -10.397], [6.001, -1.560, -7.733], [6.633, -3.183, -8.023], [4.603, -3.974, -6.765], [2.981, -3.463, -7.331], [4.004, -2.343, -6.570], [7.946, -0.818, -10.763], [8.305, -1.370, -9.254], [-0.757, 3.102, 2.147], [0.060, 1.821, 1.968], [-0.545, 0.801, 1.026], [0.204, -0.415, 0.832], [-0.452, -1.351, -0.106], [1.399, 2.128, 1.619], [-0.968, 3.673, 1.242], [-0.315, 3.688, 2.953], [-1.753, 2.840, 2.501], [0.141, 1.334, 2.939], [-0.758, 1.171, 0.023], [-1.496, 0.533, 1.486], [0.106, -2.274, -0.262], [-0.575, -0.891, -1.087], [-1.400, -1.583, 0.380], [1.823, 1.221, 1.484], [1.375, 2.570, 0.711]],
  "forces_ev_per_a": [[-1.647, 0.875, 0.121], [-0.350, -0.468, 0.858], [-0.222, -0.624, 0.158], [2.176, 0.836, -0.973], [0.226, 0.202, -0.463], [0.202, 0.005, 0.168], [-0.211, -0.449, 0.123], [-0.870, -0.329, 0.451], [-0.088, -0.150, 0.088], [0.348, -0.035, -0.131], [0.201, 0.100, -0.142], [0.255, 0.032, -0.271], [0.209, 0.109, -0.003], [0.647, 0.596, 0.434], [0.114, -0.551, -0.465], [-0.592, -0.880, 0.442], [0.057, 0.359, 0.247], [0.580, 0.147, -0.004], [-0.099, -0.256, -0.464], [-0.009, -0.167, -0.201], [-0.179, 0.277, -0.108], [-0.113, 0.593, -0.064], [-0.452, -0.186, 0.129], [-0.184, -0.051, 0.052], [0.110, 1.312, 0.419], [2.209, -0.202, 1.163], [0.471, 1.692, 0.416], [-1.481, -1.263, -0.979], [-0.204, 0.337, 0.183], [-0.148, -0.648, -0.519], [0.023, -0.129, 0.074], [0.052, 0.199, -0.137], [-0.256, -0.744, -0.205], [-0.513, -0.453, -0.463], [-0.048, 0.429, 0.208], [-0.214, -0.529, -0.156], [-0.211, -0.213, 0.819], [0.880, 1.273, 0.066], [-1.221, -1.393, 0.319], [-0.319, 0.701, 0.233], [1.309, -0.638, -0.958], [-0.481, 0.283, 0.137], [1.505, 0.779, -0.089], [0.580, -0.029, -0.171], [-1.324, -0.341, -0.578], [0.137, -0.042, -0.502], [-0.576, -0.221, 0.469], [-0.108, -0.554, -0.461], [0.691, 0.149, -0.003], [0.033, 0.088, -0.143], [-0.056, -0.457, 0.204], [-0.210, 0.446, -0.394], [-0.348, -0.128, 0.199], [0.497, 0.228, -0.419], [-0.541, 0.114, 0.002], [0.166, -0.449, 0.008], [-0.188, 0.041, 0.622], [-0.008, 0.000, 0.062], [-0.247, 0.400, 0.143], [0.045, -0.032, 0.464], [-0.878, 0.329, -0.400], [0.794, -1.327, -0.947], [0.857, -1.163, 0.352], [-0.387, 0.824, 0.729], [-0.272, 0.464, 1.200], [0.974, 0.629, -2.253], [-0.472, -0.054, 0.329], [0.193, -0.417, 0.373], [0.198, 0.339, -0.310], [-0.426, 0.785, 0.474], [0.382, 0.946, -0.326], [0.005, -0.096, -0.202], [-0.434, -0.735, 0.127], [0.265, -0.014, 0.095], [-0.126, 0.472, 0.093], [-0.285, -0.117, 0.204], [-0.358, 0.399, -0.228], [0.278, -0.335, -0.008], [-0.200, -0.477, 0.012], [0.087, -0.375, -0.215], [-0.350, 0.286, 0.111], [0.043, 0.162, 0.230], [-0.333, -0.360, 0.381], [0.441, -0.167, 0.178], [0.246, -0.649, -0.483], [-0.824, 1.150, 0.808], [0.471, 0.639, 0.734], [0.915, -0.387, -1.379], [0.839, 1.474, 0.128], [-1.930, 0.743, -0.729], [1.520, -1.784, 0.149], [-0.889, 0.884, -0.450], [-0.068, -0.743, 1.309], [0.034, 0.021, 0.075], [0.154, 0.082, -0.198], [-0.175, 0.171, -0.155], [-0.483, -0.892, 0.221], [-0.003, -0.312, -0.350], [0.290, -0.462, 0.066], [-0.423, 0.140, 0.159], [-0.178, -0.475, 0.147], [0.430, 0.135, -0.220], [-0.064, 0.201, -0.003], [0.149, 0.457, 0.366], [-0.358, -0.157, -0.220], [0.299, 0.106, -0.314], [-0.198, -0.133, 0.031], [0.200, -0.214, 0.264], [-0.356, 0.053, -0.265], [0.209, 0.706, 0.420], [0.194, -1.244, -0.761], [-0.291, 0.740, 1.205], [1.189, -0.875, -2.333], [0.768, 0.006, 0.912], [-1.954, 0.493, 0.938], [1.612, -0.294, 0.382], [-0.191, 0.591, -1.499], [0.174, -0.221, 0.174], [-0.197, 0.032, 0.224], [0.102, -0.333, -0.082], [-0.277, -0.001, -0.026], [0.238, 0.331, 0.038], [0.362, -0.098, -0.239], [-0.571, 0.371, 0.233], [-0.078, 0.227, -0.058], [0.021, 0.049, -0.184], [-0.298, -0.029, 0.174], [0.156, -0.187, -0.075], [0.172, -0.607, -0.376], [-0.279, 0.575, -0.918], [-0.682, 0.209, 1.462], [-0.028, -0.494, 0.647], [0.147, 1.253, 0.280], [0.832, -0.789, -0.663], [-0.658, -1.099, 0.239], [0.146, -0.656, 0.027], [0.167, -0.026, 0.954], [-0.972, 0.071, -0.383], [-0.374, 0.603, 1.048], [0.772, 0.122, -0.908], [0.087, 1.379, 0.985], [-0.004, 0.292, 0.310], [-1.092, 0.276, -0.553], [0.286, -1.247, 0.266], [0.138, 0.087, 0.425], [0.494, 0.439, -0.332], [0.418, 0.116, -0.407], [-0.313, 0.566, -0.101], [-0.317, 0.222, -0.089], [0.318, -0.219, -0.207], [0.047, 0.406, -0.588], [0.168, -0.507, 0.384], [-0.196, -0.351, -0.411], [0.118, -0.768, 0.334], [-0.467, 0.056, -0.296], [0.290, -0.216, -0.285], [-1.641, -0.507, 0.073], [0.455, 0.260, 0.468], [-0.129, 0.703, -0.042], [0.277, 1.010, -1.219], [0.729, -0.691, 1.446], [-0.952, 0.660, -0.948], [0.857, 0.309, -0.316], [0.225, -1.255, -0.345], [-0.011, -0.294, 1.389], [0.556, -0.454, -0.257], [-0.221, -0.063, 0.116], [0.836, -0.096, 0.095], [0.116, 0.221, 0.290], [-0.094, -0.354, -0.180], [-0.056, -0.006, 0.262], [-0.451, -0.777, -0.002], [-0.503, 0.187, -0.686], [0.356, 0.389, 0.387], [0.045, 0.156, -0.475], [-0.378, 0.303, 0.475], [-0.676, 0.361, 0.277], [0.324, 0.727, 0.029], [-0.210, -0.755, -0.606], [0.551, -0.027, -0.225], [-1.172, -0.252, -0.327], [1.813, -0.367, -1.248], [-0.363, -1.020, 0.445], [0.176, 1.790, -0.219], [0.423, 0.037, -0.899], [-1.167, 0.279, -0.205], [-0.062, 0.532, 0.594], [0.686, -0.338, 0.419], [-1.041, -0.072, -0.794], [-0.093, 1.138, 0.334], [-0.009, -0.565, 0.561], [-0.163, -0.281, 0.106], [-0.483, 0.375, 0.314], [0.234, -0.124, 0.198], [-0.055, -0.375, -0.216], [-0.074, -0.334, 0.069], [0.222, -0.285, 0.297], [0.016, 0.311, -0.421], [0.199, 0.151, 0.932], [0.044, -0.053, -0.434], [0.095, -0.214, 0.451], [0.165, -0.325, -0.021], [0.189, -0.399, 0.265], [0.419, 0.391, -0.202], [-0.174, -0.583, 0.470], [-0.777, 0.571, -0.153], [-0.608, -0.628, -1.612], [-0.592, -1.090, 1.079], [2.020, 1.323, 0.567], [-1.190, -1.117, 0.216], [-1.024, 0.304, -0.312], [0.880, 0.144, 0.056], [-0.185, -0.270, -1.186], [0.228, -0.516, 0.774], [1.009, 0.014, -0.526], [0.326, 0.062, -0.374], [-0.316, 0.407, -0.366], [-0.166, 0.001, 0.585], [0.409, 0.607, 0.323], [-0.016, 0.228, -0.002], [-0.201, 0.137, -0.434], [0.160, -0.257, 0.171], [0.424, 0.225, -0.350], [-0.383, -0.307, 0.124], [0.193, 0.321, 0.137], [0.018, 0.765, 0.135], [-0.166, -0.346, 0.699], [0.132, -0.002, -0.029], [-0.453, -0.120, 0.512], [-0.867, 0.368, -2.120], [-0.712, 0.327, 0.256], [0.848, -0.027, -1.645], [0.291, 0.424, 1.048], [-0.290, -0.298, 1.817], [0.063, -0.402, -0.225], [0.184, 0.233, 0.119], [0.087, -0.302, 0.292], [-0.558, -0.040, 0.344], [0.407, 0.306, -0.063], [-0.065, -0.351, 0.240], [-0.033, -0.306, 0.032], [0.178, -0.293, -0.703], [0.276, 0.345, 0.248], [-0.075, -0.273, -0.047], [0.722, 0.409, -0.098], [-0.874, -0.854, 0.354], [-0.201, -0.264, 0.295], [-1.287, -1.143, -0.491], [0.387, -0.438, -0.455], [0.141, 1.392, 1.385], [1.205, 0.280, -0.341], [0.624, 0.100, -0.111], [0.168, 0.226, -0.392], [-0.162, -0.135, 0.142], [-0.323, -0.081, 0.262], [-0.016, 0.635, -0.096], [-0.488, -0.180, -0.127], [0.392, 0.301, 0.526], [-0.233, 0.202, 0.028], [-0.284, -0.208, -0.486], [0.637, -0.028, -0.189], [0.319, 0.199, -0.305]],
  "de_lowest_kj_mol": 773.9,
  "energy_ev": -127976.9804,
  "orbital_gap_ev": 8.67,
  "e_homo_ha": -0.30847
}